{
  "formula": "C3H5I2N",
  "method": "ωB97M-V with the def2-TZVPD basis set",
  "elements": ["C", "C", "C", "N", "I", "I", "H", "H", "H", "H", "H"],
  "xyz": [[0.4924, 0.0498, -0.6698], [-0.1984, 0.3253, 0.6944], [-0.9813, -0.2225, -0.4374], [-1.9770, 0.7436, -1.2756], [-2.2050, 0.0845, -3.1616], [-3.7347, 0.8761, -0.2105], [0.5703, 0.8319, -1.3999], [1.2709, -0.7862, -0.8871], [0.0109, -0.3581, 1.6290], [-0.4882, 1.3103, 1.0248], [-1.3903, -1.2990, -0.5386]],
  "atomic_forces_ev_per_a": [[-0.06, -1.22, 0.00], [0.34, -1.46, 1.14], [-1.88, -1.60, -2.48], [2.12, -0.83, 2.62], [-0.01, -0.35, -0.51], [-0.01, -0.04, -0.05], [0.41, 0.74, 0.21], [-1.74, 1.38, 0.90], [-0.37, 1.19, -2.25], [0.37, 0.39, -0.28], [0.83, 1.79, 0.70]],
  "e_lumo_ha": -0.02778,
  "orbital_gap_ev": 8.01,
  "homo_energy_ev": -8.8,
  "de_lowest_kj_mol": 190.5,
  "energy_ha": -767.3356
}

***

{
  "formula": "CH2Cl3N",
  "method": "ωB97M-V with the def2-TZVPD basis set",
  "elements": ["C", "N", "Cl", "Cl", "Cl", "H", "H"],
  "xyz": [[-0.9331, -1.0650, -1.3311], [-0.4638, 0.1652, -0.1010], [-1.3313, -0.1385, -2.7732], [0.4337, -2.1807, -1.6130], [-2.3180, -1.9010, -0.7816], [0.4467, 0.5399, -0.4296], [-1.2493, 0.7603, -0.4040]],
  "atomic_forces_ev_per_a": [[2.26, 2.56, 2.10], [-1.40, -3.07, -2.77], [0.15, -0.08, -0.34], [-0.50, 0.62, 0.17], [-0.44, -0.26, 0.53], [-0.96, -0.18, -0.19], [0.89, 0.41, 0.50]],
  "smiles": "NC(Cl)(Cl)Cl",
  "e_lumo_ha": 0.01970,
  "orbital_gap_ev": 11.07,
  "homo_energy_ev": -10.5,
  "de_lowest_kj_mol": 131.8,
  "energy_ha": -1474.5847
}

***

{
  "formula": "C4H6ClFS",
  "method": "ωB97M-V with the def2-TZVPD basis set",
  "elements": ["C", "C", "C", "C", "H", "H", "H", "H", "H", "H", "F", "S", "Cl"],
  "xyz": [[0.5755, 1.4860, 0.0234], [0.1948, 0.0484, 0.5082], [-1.3551, -0.3066, -0.0813], [0.9713, -1.1872, -0.3323], [0.2830, 1.4216, -1.0570], [0.2944, 2.3780, 0.7236], [1.7447, 1.5287, 0.1792], [-1.0375, -0.3200, -1.3220], [-2.1569, 0.5566, 0.1380], [1.1426, -0.8508, -1.4864], [0.2512, -0.2623, 1.9289], [1.3517, -2.7130, 0.3639], [-2.2598, -1.7795, 0.4136]],
  "atomic_forces_ev_per_a": [[2.48, -0.76, 2.06], [-1.93, -3.45, -0.10], [0.60, 2.50, -1.94], [0.49, -0.25, 0.99], [0.35, 1.06, 1.04], [-0.49, -1.83, -1.68], [-2.06, -0.12, -0.93], [-1.64, -0.13, 3.47], [2.24, -1.66, -0.64], [-0.28, -1.15, 2.77], [0.11, 1.19, -2.80], [-0.94, 4.02, -2.01], [1.07, 0.57, -0.22]],
  "smiles": "C[C@](F)(C=S)CCl",
  "e_lumo_ha": -0.02841,
  "orbital_gap_ev": 8.21,
  "homo_energy_ev": -9.0,
  "de_lowest_kj_mol": 313.0,
  "energy_ha": -1114.1281
}

***

{
  "formula": "C44H118N10O12",
  "method": "ωB97M-V with the def2-TZVPD basis set",
  "elements": ["C", "O", "C", "C", "N", "C", "C", "O", "C", "H", "H", "H", "H", "H", "H", "H", "H", "H", "H", "H", "H", "H", "H", "H", "C", "O", "C", "C", "N", "C", "C", "O", "C", "H", "H", "H", "H", "H", "H", "H", "H", "H", "H", "H", "H", "H", "H", "H", "C", "C", "C", "O", "C", "N", "H", "H", "H", "H", "H", "H", "H", "H", "H", "H", "H", "C", "C", "C", "O", "C", "N", "H", "H", "H", "H", "H", "H", "H", "H", "H", "H", "H", "C", "C", "C", "O", "C", "N", "H", "H", "H", "H", "H", "H", "H", "H", "H", "H", "H", "C", "C", "C", "O", "C", "N", "H", "H", "H", "H", "H", "H", "H", "H", "H", "H", "H", "C", "C", "C", "O", "C", "N", "H", "H", "H", "H", "H", "H", "H", "H", "H", "H", "H", "C", "C", "C", "O", "C", "N", "H", "H", "H", "H", "H", "H", "H", "H", "H", "H", "H", "C", "C", "C", "O", "C", "N", "H", "H", "H", "H", "H", "H", "H", "H", "H", "H", "H", "C", "C", "C", "O", "C", "N", "H", "H", "H", "H", "H", "H", "H", "H", "H", "H", "H"],
  "xyz": [[1.6852, -0.1090, 3.3005], [1.4801, -1.5019, 3.3513], [1.3948, -2.3296, 2.1175], [0.1170, -2.0470, 1.4151], [-1.0847, -2.4111, 2.1922], [-2.1896, -1.6426, 1.5640], [-2.6430, -2.1726, 0.1569], [-2.0967, -1.5878, -0.9826], [-2.0031, -0.1551, -1.0086], [2.4804, 0.1960, 2.6203], [1.7221, 0.3489, 4.2890], [0.8457, 0.3562, 2.7840], [1.4604, -3.3837, 2.3871], [2.2591, -2.2153, 1.4633], [0.0708, -2.5943, 0.4736], [0.2677, -0.9910, 1.1908], [-0.9373, -2.2086, 3.1707], [-2.1159, -0.5707, 1.7476], [-3.0630, -2.0355, 2.0845], [-3.7060, -1.9466, 0.0736], [-2.6544, -3.2617, 0.2010], [-1.9459, 0.2825, -2.0053], [-0.9751, 0.1185, -0.7708], [-2.8685, 0.3125, -0.5390], [1.6948, -5.2432, -5.7529], [2.4165, -4.1131, -5.5156], [2.0426, -3.3077, -4.3553], [2.8465, -1.9922, -4.3804], [4.2794, -2.2885, -4.0593], [5.0871, -1.1330, -4.1732], [6.5260, -1.5373, -4.3937], [6.6798, -2.1920, -5.6020], [8.0455, -2.1891, -6.0579], [2.0670, -5.9464, -5.0079], [1.8208, -5.5279, -6.7975], [0.6409, -5.2206, -5.4756], [2.4106, -3.9876, -3.5869], [0.9914, -3.0197, -4.3592], [2.3785, -1.3400, -3.6430], [2.7304, -1.5858, -5.3851], [4.6579, -3.0099, -4.6563], [5.0688, -0.5375, -3.2604], [4.7103, -0.5156, -4.9887], [6.9695, -2.1934, -3.6447], [7.1781, -0.6677, -4.3116], [8.4261, -1.1997, -6.3116], [8.2387, -2.9249, -6.8386], [8.6996, -2.4958, -5.2416], [7.7355, -1.2101, 3.1265], [7.9809, 0.2901, 3.5137], [7.7980, 1.3194, 2.3459], [8.3527, 0.9514, 1.0196], [9.6202, 0.4557, 0.9817], [7.1838, 0.6566, 4.6983], [7.0337, -1.2660, 2.2943], [7.2317, -1.6900, 3.9655], [8.6186, -1.8154, 2.9220], [8.9970, 0.4587, 3.8702], [8.2440, 2.2987, 2.5198], [6.7697, 1.5317, 2.0535], [10.3779, 0.9730, 1.5703], [10.0063, 0.6285, -0.0229], [9.7194, -0.5862, 1.2860], [7.1240, -0.1270, 5.3327], [7.5080, 1.4958, 5.1573], [2.2428, -7.3730, -0.0092], [3.6519, -7.3985, -0.8374], [4.8630, -7.1631, 0.0687], [6.0667, -7.1423, -0.6381], [6.4119, -5.8783, -1.1834], [3.7769, -8.7062, -1.3086], [2.4287, -8.1048, 0.7769], [1.3594, -7.5509, -0.6225], [2.1195, -6.3794, 0.4217], [3.5959, -6.7167, -1.6860], [4.9780, -7.8846, 0.8775], [4.8137, -6.2583, 0.6745], [5.5076, -5.3002, -1.3735], [6.9393, -5.9792, -2.1320], [6.9510, -5.3407, -0.4033], [4.7576, -8.6911, -1.5497], [3.7520, -9.3387, -0.5216], [-7.0768, 0.7799, 4.5545], [-6.9636, 1.0027, 6.0615], [-6.2534, -0.1302, 6.8067], [-4.8185, 0.1417, 6.7226], [-3.9445, -1.0385, 6.8093], [-6.1956, 2.2361, 6.3547], [-7.8155, 0.0502, 4.2230], [-6.1375, 0.3197, 4.2479], [-7.3065, 1.7292, 4.0705], [-7.9276, 1.3165, 6.4616], [-6.5609, -1.0567, 6.3217], [-6.5090, -0.0748, 7.8648], [-3.0121, -0.6732, 7.2398], [-3.7532, -1.4525, 5.8194], [-4.3601, -1.8682, 7.3812], [-5.9150, 2.5692, 7.2660], [-5.2711, 2.3086, 5.9545], [-4.8332, -6.4710, 4.8673], [-5.3223, -6.8105, 3.5188], [-6.5336, -5.9115, 3.0635], [-6.9200, -6.1681, 1.7203], [-8.1419, -5.5293, 1.3264], [-4.3298, -6.7641, 2.5270], [-5.3656, -6.8699, 5.7308], [-4.5325, -5.4326, 5.0059], [-3.9648, -7.1133, 5.0144], [-5.6024, -7.8634, 3.5512], [-6.1497, -4.8948, 2.9794], [-7.3312, -5.9399, 3.8059], [-8.9632, -5.7348, 2.0130], [-8.4847, -5.8205, 0.3335], [-8.1550, -4.4399, 1.3580], [-3.9300, -5.8398, 2.6039], [-4.7958, -6.7157, 1.6323], [3.2145, 9.3442, 6.5488], [3.1926, 7.8931, 6.4428], [1.9691, 7.5025, 5.5787], [1.5780, 6.1011, 5.8022], [0.4573, 5.7614, 4.9924], [4.3852, 7.3305, 5.8916], [3.9910, 9.7952, 7.1667], [2.3281, 9.6354, 7.1124], [3.3028, 9.8532, 5.5891], [3.0496, 7.4369, 7.4223], [2.0699, 7.5697, 4.4954], [1.1428, 8.1666, 5.8324], [0.4923, 6.1237, 3.9649], [-0.4191, 6.1372, 5.5205], [0.2397, 4.6934, 5.0029], [5.2301, 7.4059, 6.4398], [4.1339, 6.3524, 5.8743], [-1.0585, 7.7186, -6.0453], [-0.7502, 7.0558, -7.3803], [-0.6070, 5.5026, -7.5638], [0.2831, 4.8313, -6.5831], [0.3181, 3.4711, -6.8970], [-1.8187, 7.5267, -8.3658], [-2.0335, 7.4576, -5.6337], [-0.8080, 8.7739, -6.1533], [-0.3125, 7.4166, -5.3102], [0.1572, 7.5179, -7.7691], [-0.1794, 5.3786, -8.5588], [-1.5751, 5.0074, -7.4897], [-0.5942, 2.9685, -6.5757], [1.1831, 3.0028, -6.4274], [0.4650, 3.3675, -7.9721], [-1.9479, 7.0574, -9.2508], [-2.6525, 7.2178, -7.8868], [2.7177, 4.9484, 0.3195], [2.7163, 3.7498, -0.6134], [1.4241, 3.8869, -1.5692], [0.1825, 4.0300, -0.8405], [-0.8179, 4.7321, -1.4414], [4.0227, 3.7181, -1.3218], [1.8643, 4.8931, 0.9954], [2.8092, 5.9446, -0.1133], [3.6354, 4.7920, 0.8864], [2.5892, 2.8194, -0.0598], [1.4199, 2.9392, -2.1077], [1.6204, 4.7075, -2.2593], [-1.7987, 4.5969, -0.9855], [-0.9575, 4.3869, -2.4658], [-0.6274, 5.8042, -1.4902], [4.8641, 3.5978, -0.7763], [4.1903, 4.5439, -1.8786], [-7.8218, 0.2996, -4.4918], [-9.2476, 0.0267, -4.9307], [-10.2918, 0.6719, -3.9279], [-9.8885, 0.4306, -2.6452], [-10.8242, 0.6691, -1.6200], [-9.3394, 0.5839, -6.2201], [-7.5847, 1.3616, -4.4277], [-7.1842, -0.0771, -5.2916], [-7.5533, -0.2069, -3.5648], [-9.4817, -1.0326, -5.0360], [-11.3031, 0.4631, -4.2770], [-10.1296, 1.7435, -4.0433], [-11.3116, 1.6274, -1.7994], [-10.3492, 0.4541, -0.6628], [-11.5771, -0.1122, -1.7241], [-9.0333, -0.0765, -6.9202], [-8.8074, 1.4262, -6.3865]],
  "atomic_forces_ev_per_a": [[-0.99, 0.10, -1.83], [0.40, -1.68, -0.11], [0.52, 0.30, 1.30], [0.30, -0.41, 0.25], [0.76, 0.94, -2.05], [-1.05, -2.37, 0.93], [-0.70, 1.93, 1.25], [1.16, 0.06, -1.52], [0.52, -0.72, -0.56], [0.84, -0.19, 0.47], [0.39, -0.51, -0.01], [-0.60, 0.25, 0.17], [-0.14, 0.11, 0.82], [0.12, 0.69, -0.07], [0.12, 0.09, -0.14], [-0.98, 0.51, -0.31], [-0.18, 0.41, 0.06], [-0.01, 0.14, -0.57], [-0.30, 0.58, 0.62], [-0.49, 0.20, 0.46], [0.93, -0.03, -0.57], [-0.84, -0.93, -0.76], [-0.22, 0.35, 1.56], [0.47, 0.20, 0.60], [-0.38, -1.27, 1.17], [0.21, 3.49, -0.46], [1.45, -0.57, -1.25], [0.84, -2.34, 0.19], [-2.04, -0.31, 0.45], [0.96, 0.20, 0.24], [0.80, 0.66, 0.63], [0.90, -0.30, -2.17], [-0.11, -0.34, 1.10], [0.19, -1.17, -0.46], [0.05, -0.29, 0.25], [-0.46, 0.66, -0.42], [-0.73, 0.60, 1.09], [-0.25, -0.64, 0.13], [0.39, 0.22, 0.08], [-0.01, 0.36, -0.14], [-0.42, -0.12, -0.32], [-0.18, 0.15, 0.15], [0.42, 0.45, -0.32], [-0.59, -0.25, 0.76], [-0.04, 0.55, -0.39], [-0.43, 0.22, -0.41], [-0.61, 0.27, -0.20], [0.05, -0.22, 0.39], [-0.54, 0.98, 0.40], [0.81, 0.27, -0.03], [0.18, -0.40, -1.61], [-1.83, 0.24, 1.51], [1.94, -0.14, -0.22], [-1.03, -0.08, -0.90], [0.16, -0.05, -0.14], [-0.01, -0.05, 0.07], [0.09, 0.41, -0.15], [0.61, -0.58, -0.61], [0.19, -0.02, 0.79], [-0.25, -0.37, 0.57], [-0.17, 0.55, 0.65], [-0.19, -0.53, -0.28], [-0.19, -0.30, -0.26], [0.11, 0.25, 0.14], [0.11, -0.18, 0.06], [2.44, 1.10, -0.75], [-2.71, 0.90, 2.47], [-0.25, 1.80, 1.12], [0.64, -0.70, -0.92], [-0.83, 0.11, 0.56], [0.74, -1.82, -1.60], [-0.64, -0.04, 0.10], [0.35, -0.45, -0.05], [-0.04, -0.03, 0.29], [0.21, 0.27, 0.12], [-0.33, -0.78, -0.40], [-0.35, 0.71, -0.16], [-0.12, 0.11, -0.21], [0.24, -0.16, 0.32], [0.48, 0.23, -0.31], [0.42, -0.95, -0.81], [-0.26, -0.26, 0.20], [0.45, -0.16, 0.34], [0.96, 1.59, 1.11], [0.51, 0.49, -0.25], [-0.20, -2.00, -0.14], [-0.88, 1.05, -0.32], [0.60, 1.80, -1.38], [-0.37, 0.02, 0.54], [0.29, 0.53, -0.46], [0.35, -0.11, -0.16], [-0.31, -0.99, 0.22], [0.38, -0.48, 0.34], [-0.21, -0.42, 0.05], [-0.09, -0.19, 0.03], [0.04, 0.19, -0.24], [-0.14, 0.27, 0.42], [-1.26, -0.88, 0.84], [-0.13, -0.73, -0.96], [1.35, -0.59, 1.34], [-3.23, -0.50, -0.67], [0.98, 0.23, 0.12], [-1.21, -0.49, -0.35], [-0.31, 0.05, 0.69], [1.72, 0.78, -0.96], [-1.03, 0.60, -0.26], [-0.11, 0.05, 0.06], [0.73, 0.37, -0.30], [-0.73, -0.09, 0.08], [0.18, 0.48, 0.81], [-0.44, -0.16, -0.22], [-0.03, -0.66, 0.25], [0.59, -0.32, 0.03], [0.88, 0.34, -0.15], [0.72, 0.31, -0.12], [-0.04, -0.39, -0.35], [-0.02, 2.28, 0.84], [-0.64, -1.27, -0.13], [-0.50, -1.44, 0.32], [0.59, 0.79, -0.52], [-0.57, -0.01, 1.22], [0.30, -0.97, -1.23], [0.54, -0.52, 0.02], [-0.36, 0.35, -0.47], [-0.36, -0.07, -0.12], [-0.62, 0.16, 0.38], [0.77, 0.45, -0.07], [-0.26, -0.06, 0.29], [0.21, 0.11, -0.01], [-0.38, 0.58, -0.38], [0.81, -0.20, -0.10], [-0.20, 0.31, 0.36], [0.67, -0.51, -0.42], [1.22, -0.73, 0.08], [-0.30, -0.30, -2.04], [0.87, 0.54, 1.92], [-0.94, 1.65, -1.00], [0.46, -0.20, -0.18], [-0.20, -0.24, 1.64], [-0.12, 0.43, -0.17], [-0.94, 0.16, -0.06], [0.00, -0.48, 0.08], [0.29, -0.21, 0.23], [-0.07, -0.27, -0.13], [-0.24, 0.05, -0.13], [-0.15, -0.19, -0.08], [-0.08, 0.11, 0.25], [-0.16, -0.36, -0.22], [1.04, -0.36, -0.29], [-0.68, 0.41, 0.12], [0.32, -0.80, 1.24], [-0.69, 1.75, -0.61], [1.24, -0.88, 0.52], [2.33, -1.02, 1.27], [-0.92, 0.72, -1.69], [-1.04, -0.57, -1.22], [-0.01, 0.30, 0.06], [-0.26, -0.20, -0.50], [-0.07, 0.36, 0.54], [0.15, 0.07, 0.12], [-0.39, 0.06, -0.46], [-0.30, 0.21, -0.05], [0.30, -0.25, 0.59], [-0.04, 0.04, -0.42], [0.14, 0.27, 0.06], [-0.46, -0.24, 0.57], [-0.31, 0.15, -0.05], [0.56, -1.09, 0.61], [0.01, 0.71, 1.75], [1.69, 1.12, -2.30], [0.67, -1.33, 1.54], [-0.42, -1.14, -1.05], [-1.50, 0.45, -2.44], [-0.37, 0.14, 0.22], [0.20, -0.19, 0.10], [0.11, 0.20, 0.09], [0.25, -0.15, 0.31], [-0.30, -0.51, 0.60], [-0.40, 0.57, -0.61], [0.12, 0.31, 0.71], [0.09, 0.79, -0.05], [-0.56, 0.03, 0.15], [-0.13, 0.00, -0.06], [0.00, 0.10, 0.41]],
  "smiles": "COC[C@H](C)N.COC[C@H](C)N.COC[C@H](C)N.COC[C@H](C)N.COC[C@H](C)N.COC[C@H](C)N.COC[C@H](C)N.COC[C@H](C)N.COCCNCCOC.COCCNCCOC",
  "e_lumo_ha": 0.00843,
  "orbital_gap_ev": 8.84,
  "homo_energy_ev": -8.6,
  "de_lowest_kj_mol": 692.6,
  "energy_ha": -3197.1195
}